(1)
{
  "formula": "C31H55ClO3P2PdSi2",
  "method": "ωB97M-V/def2-TZVPD",
  "de_lowest_kcal_mol": 0.0,
  "multiplicity": 5,
  "fmax_ha_per_bohr": 0.1783,
  "species": ["H", "C", "H", "H", "H", "C", "H", "H", "C", "C", "C", "C", "C", "C", "H", "H", "H", "O", "H", "Cl", "H", "H", "H", "H", "P", "Pd", "H", "H", "H", "H", "H", "H", "Si", "C", "H", "H", "H", "C", "H", "C", "H", "C", "H", "C", "H", "H", "H", "H", "O", "H", "H", "H", "C", "H", "H", "C", "H", "C", "P", "H", "O", "H", "C", "H", "C", "H", "H", "C", "H", "Si", "H", "H", "H", "H", "H", "H", "H", "H", "C", "H", "C", "C", "C", "C", "H", "C", "C", "C", "C", "C", "C", "H", "C", "H", "H"],
  "positions_angstrom": [[0.01897, 3.33087, -3.35279], [-0.90221, 3.07900, -2.81006], [1.67245, -0.90635, -5.95594], [1.92599, 5.40346, -0.37483], [3.55730, -4.74330, -0.92535], [-0.86232, 3.60797, -1.37420], [-1.86412, -2.44286, 4.48371], [0.04244, -3.19759, -3.37823], [-1.68146, 1.15090, 1.45910], [-0.67970, 5.12719, -1.36630], [-1.70228, -1.18762, 1.44864], [-2.32724, -0.72322, 0.23819], [-2.73578, -4.06054, 1.74744], [2.96538, 0.96635, 6.51893], [2.72380, 1.35556, -1.67130], [-1.74543, 3.54644, -3.33646], [3.54937, 4.83898, -0.79777], [2.60107, 0.75192, 1.52239], [-0.76962, -3.84155, 4.32847], [0.66182, 0.06415, -2.35961], [0.24382, 5.42177, -1.88341], [2.48397, -1.09336, 6.99779], [-2.48152, -5.07169, 2.09800], [-0.04030, 2.14728, 4.19823], [0.44239, -2.67232, -0.37993], [-0.38566, -0.01521, 0.36244], [1.66486, 0.98066, -5.93671], [3.10348, 1.26046, 7.56010], [-3.62017, 3.60999, 2.36710], [-1.51307, -5.50072, -2.00178], [-1.02159, 1.98994, -2.83655], [-2.50915, 4.99160, 2.25006], [-1.31323, -2.91099, 2.11860], [2.63988, -0.36195, 6.20204], [1.13573, 3.18328, 1.90571], [3.39194, 2.95061, 5.73815], [-2.99352, -4.11617, 0.68176], [2.60332, 4.54419, -0.32856], [0.03608, 0.03169, -6.03775], [2.56308, -0.22502, 2.39713], [-1.51904, 5.57627, -1.91481], [-2.32705, 0.70099, 0.25049], [1.11759, -3.16733, 1.87933], [2.69153, 0.17561, 3.83420], [4.03159, -2.40596, -1.40177], [-1.79149, 2.30323, 4.51507], [-0.99543, -1.87306, -2.82243], [2.80805, 4.30115, 0.72145], [2.95652, 2.45252, 3.20720], [-1.81314, 3.35088, -0.87549], [-0.65127, -5.52555, -0.46067], [2.70522, -1.22219, -1.58463], [-2.73758, 3.99809, 1.84144], [2.28396, -1.77783, 4.58766], [3.33185, 1.86102, -0.08268], [2.61880, -4.48052, -0.42504], [-3.62015, -3.71772, 2.30545], [-0.98030, -2.82859, 3.95423], [0.45033, 2.69422, -0.37452], [-2.99074, 4.11092, 0.78196], [2.39717, -1.41656, 2.10682], [1.84760, -3.41751, -2.15334], [-0.93700, 2.74572, 3.98431], [-2.67479, 1.35661, -0.54224], [3.14400, 1.91273, 5.51792], [-1.72466, -3.40627, -3.38405], [3.19620, -1.76238, 0.05066], [3.10559, 2.20763, -1.09790], [0.24995, -5.33793, -1.99044], [-1.30318, 2.86218, 2.15905], [0.28452, -4.58672, 1.17501], [-0.77262, 3.75781, 4.38165], [2.86341, 1.83847, 2.31603], [4.02810, 2.57988, -1.56270], [-0.85318, -0.03174, 3.16774], [0.24523, 4.55519, 1.22044], [1.81894, 3.58752, -2.11014], [2.83829, -4.28570, 0.63100], [2.06999, -3.22479, -1.09069], [-1.81435, -3.30714, -0.92232], [2.06486, 3.32519, -1.06808], [-0.85762, -3.54469, -1.41899], [-0.66818, -5.06199, -1.45418], [-0.88268, -2.96351, -2.83482], [-0.68017, 5.56469, -0.36101], [2.94505, 1.53081, 4.17692], [0.26056, 3.45693, 1.29108], [-1.35077, -0.02912, 2.19590], [0.26585, -3.48852, 1.25728], [2.51440, -0.75029, 4.86621], [1.11611, 0.03423, -5.87760], [1.94558, -5.34069, -0.50664], [3.06839, -2.07328, -0.99715], [-2.68866, -1.36412, -0.55951], [-0.11693, -2.18698, 4.18629]],
  "atomic_forces_ev_per_a": [[-0.2, -0.1, 0.1], [-0.2, -0.1, 0.0], [-0.3, 0.5, 0.2], [0.1, -0.1, 0.1], [-0.1, 0.0, 0.1], [0.3, -0.6, 0.2], [0.3, -0.1, 0.0], [-0.2, 0.1, 0.1], [-1.7, 1.2, 1.4], [-0.1, 0.1, 0.0], [-1.6, -1.4, 1.4], [-1.4, -0.7, 0.2], [-0.2, -0.1, 0.2], [0.2, -0.1, -0.2], [0.2, 0.2, 0.2], [0.2, -0.1, 0.0], [-0.1, 0.0, 0.1], [-0.3, -1.1, 0.7], [0.0, 0.3, -0.1], [-0.4, 0.1, 0.7], [-0.2, -0.1, 0.1], [0.1, 0.2, -0.2], [-0.1, 0.2, -0.1], [-0.2, 0.1, -0.1], [-0.2, -0.2, 0.4], [7.8, -0.3, -4.8], [-0.3, -0.5, 0.1], [-0.1, -0.1, -0.2], [0.1, 0.1, -0.1], [0.2, 0.0, 0.1], [0.0, 0.3, 0.0], [-0.1, -0.1, -0.1], [0.4, 0.0, -0.4], [-0.1, -0.1, -0.1], [-0.3, 0.0, -0.2], [-0.1, -0.3, -0.1], [0.0, 0.0, 0.3], [0.0, 0.2, 0.1], [0.4, 0.0, 0.2], [-0.2, 0.4, -0.6], [0.2, 0.0, 0.1], [-1.3, 0.8, 0.2], [-0.2, 0.0, -0.3], [0.0, 0.4, 0.7], [-0.1, 0.1, 0.1], [0.2, 0.1, 0.0], [0.0, -0.3, 0.0], [0.0, 0.1, -0.2], [0.3, -0.2, -0.3], [0.3, 0.1, -0.2], [0.0, 0.1, -0.2], [0.2, -0.2, 0.2], [-0.2, 0.2, 0.1], [0.1, 0.2, 0.1], [0.0, 0.1, -0.4], [0.0, -0.1, 0.0], [0.1, -0.2, -0.2], [-0.2, 0.1, 0.1], [-0.2, 0.7, 0.3], [0.0, 0.0, 0.2], [-0.2, 0.3, 0.0], [0.1, 0.0, 0.3], [-0.2, -0.1, 0.1], [0.0, -0.3, 0.1], [-0.3, -0.3, -0.2], [0.2, 0.1, 0.0], [0.0, -0.1, -0.4], [0.2, -0.2, 0.0], [-0.2, 0.1, 0.1], [0.4, -0.2, -0.2], [0.1, 0.3, 0.0], [0.0, -0.2, -0.1], [-0.1, 0.4, 0.5], [-0.2, -0.1, 0.0], [-0.1, 0.0, -0.4], [0.1, -0.3, -0.1], [0.0, 0.0, 0.3], [0.0, -0.1, -0.2], [-0.2, 0.4, -0.2], [0.3, -0.1, -0.2], [-0.1, -0.4, -0.3], [0.3, 0.4, 0.3], [-0.2, -0.1, -0.1], [-0.3, 0.0, 0.0], [0.0, -0.1, -0.2], [-0.2, 0.0, -0.2], [0.1, -0.1, -0.2], [-0.5, 0.2, 1.3], [0.0, 0.0, -0.1], [0.2, 0.3, 0.2], [0.2, 0.0, -0.5], [0.1, 0.1, 0.1], [0.1, 0.2, 0.0], [0.0, 0.3, 0.1], [-0.2, -0.2, -0.1]]
}

=====

(2)
{
  "formula": "C3H4N3",
  "method": "ωB97M-V/def2-TZVPD",
  "total_charge": 1,
  "de_lowest_kcal_mol": 81.6,
  "smiles": "N#[N+]N=C1CC1",
  "fmax_ha_per_bohr": 0.0730,
  "species": ["N", "H", "C", "H", "H", "N", "C", "H", "N", "C"],
  "positions_angstrom": [[1.11523, 1.24345, 0.06195], [-2.05711, 0.79995, -0.91264], [-0.01588, 0.59700, -0.07873], [-1.86634, 0.88147, 0.88170], [-0.29036, -1.64197, -0.79294], [2.41402, -0.69264, -0.13652], [-0.21703, -0.84036, -0.01777], [0.29245, -1.27064, 0.99965], [2.01330, 0.34559, 0.00093], [-1.38828, 0.57813, -0.00562]],
  "atomic_forces_ev_per_a": [[-0.6, 2.3, 0.4], [1.3, -1.1, 1.0], [1.8, -2.3, -0.9], [-0.4, 0.4, 1.2], [-0.3, 1.3, 0.4], [0.5, 2.3, 0.5], [-0.5, 0.5, 1.5], [-1.8, 1.0, -2.1], [1.1, -3.5, -0.7], [-1.2, -0.9, -1.3]]
}

=====

(3)
{
  "formula": "C4H7NO2",
  "method": "ωB97M-V/def2-TZVPD",
  "de_lowest_kcal_mol": 30.5,
  "smiles": "CO/C=C/C(N)=O",
  "fmax_ha_per_bohr": 0.0069,
  "species": ["C", "O", "H", "H", "H", "C", "O", "H", "H", "N", "H", "C", "C", "H"],
  "positions_angstrom": [[0.25528, -0.98501, -0.75237], [1.53413, -0.88983, -1.14727], [3.18547, -0.24973, -0.13328], [-0.12317, -1.99811, -0.87692], [-2.97069, 0.64988, 1.80867], [2.30976, 0.18415, -0.62561], [-2.27301, -1.39414, 0.55691], [1.73614, 0.74221, 0.11304], [-0.15233, 1.02627, -0.23762], [-2.27446, 0.81943, 1.09973], [2.62363, 0.85110, -1.43330], [-1.75590, -0.29282, 0.47404], [-0.49994, -0.00149, -0.24391], [-1.68355, 1.62483, 1.23821]],
  "atomic_forces_ev_per_a": [[-0.2, 0.0, 0.1], [-0.1, -0.1, 0.0], [-0.1, 0.1, -0.2], [0.0, 0.2, 0.1], [0.0, 0.0, -0.1], [0.1, 0.1, 0.0], [0.0, 0.3, -0.1], [0.2, 0.0, 0.0], [0.0, -0.1, 0.1], [-0.1, -0.1, 0.1], [-0.1, -0.1, 0.1], [0.0, -0.1, 0.0], [0.2, -0.1, 0.0], [-0.1, -0.1, -0.1]]
}